No. 1
{
  "formula": "C29H21Br4F6FeN3O4P",
  "method": "ωB97M-V/def2-TZVPD",
  "charge": -2,
  "spin_multiplicity": 6,
  "e_lumo_ev": [3.91, 3.91],
  "e_homo_ev": [-2.66, -2.75],
  "energy_ha": -14083.76282,
  "orbital_gap_ev": [6.568, 6.660],
  "s_squared": 8.761,
  "max_force_ev_per_a": 0.598,
  "species": ["Fe", "C", "C", "C", "C", "C", "C", "C", "C", "N", "C", "O", "C", "C", "C", "C", "C", "N", "C", "O", "N", "C", "C", "C", "C", "C", "C", "C", "C", "H", "H", "H", "H", "H", "H", "H", "H", "H", "H", "H", "H", "H", "H", "H", "H", "H", "H", "H", "H", "H", "Br", "C", "C", "Br", "C", "Br", "C", "O", "C", "O", "C", "Br", "F", "P", "F", "F", "F", "F", "F"],
  "positions_angstrom": [[0.11924, 0.45606, 0.16872], [-3.23898, 1.80940, -2.18813], [-3.74609, 1.09349, -0.97040], [-4.99138, 0.47777, -0.98180], [-5.44041, -0.24509, 0.11245], [-4.62617, -0.36402, 1.22745], [-3.37436, 0.24153, 1.27285], [-2.49620, 0.09469, 2.48121], [-2.94816, 0.99387, 0.17435], [-1.66385, 1.58836, 0.18873], [-1.60014, 2.92563, 0.17207], [-2.51018, 3.75491, 0.23916], [-0.17983, 3.41088, -0.02388], [0.21769, 4.73653, -0.02833], [1.55771, 5.01140, -0.27063], [2.45511, 3.98101, -0.52495], [1.97220, 2.68496, -0.50441], [0.69605, 2.44599, -0.24932], [2.77833, 1.44139, -0.82040], [3.95438, 1.55437, -1.17550], [2.03360, 0.34004, -0.68587], [2.61127, -0.91522, -1.00761], [3.41139, -1.57848, -0.07183], [3.72216, -0.92841, 1.24289], [3.86772, -2.85613, -0.37292], [3.54331, -3.46870, -1.57458], [2.76413, -2.79220, -2.49883], [2.29128, -1.51065, -2.23086], [1.45939, -0.77345, -3.24360], [-3.86485, 1.58238, -3.05248], [-2.21691, 1.49305, -2.40854], [-3.22785, 2.89079, -2.03124], [-5.60294, 0.54810, -1.87554], [-6.40844, -0.73219, 0.08713], [-4.95378, -0.94752, 2.08125], [-2.96617, -0.55369, 3.22229], [-2.28144, 1.05836, 2.94452], [-1.52755, -0.34768, 2.23845], [-0.51831, 5.50460, 0.16077], [1.90512, 6.03793, -0.26645], [3.50168, 4.14756, -0.73566], [2.80343, -0.72295, 1.79265], [4.24006, 0.02143, 1.09491], [4.35097, -1.57779, 1.85424], [4.46648, -3.38369, 0.36161], [3.88786, -4.47478, -1.78417], [2.50082, -3.26359, -3.43980], [1.30173, -1.39137, -4.12928], [1.95491, 0.15169, -3.54940], [0.48359, -0.50528, -2.83496], [-0.12872, -6.43952, 0.65613], [-0.42134, -4.64944, 0.10822], [-1.19819, -4.36929, -1.00931], [-2.00027, -5.76661, -2.00750], [-1.39616, -3.04142, -1.41085], [-2.43181, -2.57039, -2.92062], [-0.81643, -1.99902, -0.70251], [-0.92974, -0.73745, -1.00837], [-0.02852, -2.28600, 0.45426], [0.48761, -1.25435, 1.05502], [0.16196, -3.60653, 0.84040], [1.23369, -3.89938, 2.36559], [0.76752, 1.18747, 2.14000], [1.00395, 1.64100, 3.75023], [1.94136, 2.84006, 3.20599], [-0.28484, 2.60271, 3.61314], [0.05677, 0.43071, 4.20722], [2.28156, 0.67022, 3.80136], [1.23398, 2.10196, 5.27528]],
  "forces_ev_per_a": [[-0.105, -0.478, -0.343], [0.024, 0.027, 0.008], [-0.018, -0.040, -0.045], [-0.001, -0.010, -0.007], [0.023, 0.006, -0.002], [0.009, -0.024, -0.019], [-0.022, 0.008, 0.049], [0.023, -0.005, 0.015], [-0.023, -0.049, 0.028], [0.120, 0.095, 0.264], [-0.027, 0.095, 0.004], [0.060, -0.067, -0.026], [0.052, -0.004, 0.054], [-0.002, -0.026, 0.014], [-0.002, -0.004, 0.002], [-0.018, -0.034, -0.004], [-0.032, 0.013, -0.076], [0.029, 0.133, 0.007], [0.094, 0.043, 0.013], [-0.114, -0.019, 0.019], [-0.016, 0.156, -0.085], [-0.038, -0.050, 0.016], [-0.020, -0.028, 0.012], [0.005, -0.001, 0.002], [-0.008, -0.004, -0.004], [-0.007, 0.010, 0.005], [-0.016, -0.015, 0.015], [0.027, 0.005, -0.027], [-0.007, 0.017, -0.012], [-0.009, 0.014, -0.003], [-0.008, -0.015, -0.006], [0.001, -0.014, 0.004], [-0.001, -0.003, 0.003], [0.001, 0.002, 0.000], [-0.005, 0.004, -0.001], [-0.018, 0.031, 0.007], [0.015, 0.008, -0.017], [-0.033, -0.019, 0.001], [0.001, 0.000, -0.001], [-0.001, -0.003, 0.000], [0.001, 0.002, 0.005], [0.016, 0.001, 0.004], [-0.002, 0.005, -0.003], [-0.004, 0.001, -0.005], [-0.004, -0.002, 0.000], [-0.003, 0.000, 0.002], [0.001, -0.002, 0.002], [0.008, 0.003, 0.000], [0.002, 0.007, 0.008], [0.015, -0.016, -0.009], [-0.021, -0.012, -0.023], [-0.035, -0.013, -0.074], [0.034, -0.062, 0.050], [0.015, -0.022, 0.019], [0.063, -0.002, 0.062], [0.017, 0.019, 0.009], [0.070, -0.290, 0.114], [0.159, 0.404, -0.101], [-0.040, -0.185, -0.261], [-0.201, 0.273, 0.406], [-0.043, 0.029, -0.085], [-0.003, 0.027, -0.010], [0.001, -0.055, 0.093], [0.018, 0.153, -0.095], [-0.009, -0.002, 0.020], [0.006, -0.014, 0.011], [0.005, -0.002, 0.013], [0.002, 0.009, 0.009], [-0.001, -0.006, -0.024]]
}

=====

No. 2
{
  "formula": "C4H6O2",
  "method": "ωB97M-V/def2-TZVPD",
  "e_lumo_ev": 0.82,
  "e_homo_ev": -9.82,
  "energy_ha": -306.40199,
  "orbital_gap_ev": 10.636,
  "max_force_ev_per_a": 1.779,
  "species": ["O", "C", "C", "C", "O", "C", "H", "H", "H", "H", "H", "H"],
  "positions_angstrom": [[-0.84260, -2.19246, 1.43139], [-0.59028, -1.51428, 0.55722], [0.09158, 0.86853, 1.39188], [0.38748, 1.58756, 0.31414], [0.39940, 0.21957, -1.88158], [-0.00299, -0.90852, -1.76169], [0.85859, 0.34451, 1.95793], [-0.93005, 0.77227, 1.75184], [-0.37793, 2.08423, -0.27439], [1.40533, 1.67771, -0.05168], [0.67294, -1.76306, -1.57124], [-1.07149, -1.17606, -1.86381]],
  "forces_ev_per_a": [[0.240, 0.659, -0.726], [-0.477, -1.209, 1.214], [0.082, 0.332, -0.007], [-0.005, 0.057, 0.284], [-0.107, -0.472, -0.286], [0.120, 0.219, -0.442], [-0.085, 0.142, -0.032], [0.141, 0.096, -0.012], [0.106, -0.015, 0.163], [-0.141, 0.007, 0.096], [0.037, 0.085, -0.115], [0.087, 0.098, -0.137]]
}

=====

No. 3
{
  "formula": "H8OSi3",
  "method": "ωB97M-V/def2-TZVPD",
  "e_lumo_ev": 0.31,
  "e_homo_ev": -9.28,
  "energy_ha": -948.43884,
  "orbital_gap_ev": 9.594,
  "max_force_ev_per_a": 3.032,
  "species": ["O", "Si", "Si", "Si", "H", "H", "H", "H", "H", "H", "H", "H"],
  "positions_angstrom": [[0.07733, 0.84038, 0.79418], [1.55843, 1.51523, 0.93639], [-0.79506, -0.90899, -1.61547], [-0.95832, -0.37436, 0.56358], [2.24196, 0.89293, 2.29872], [1.25307, 3.03432, 1.04357], [2.32568, 1.08119, -0.34453], [0.30797, -1.99465, -1.75472], [-2.14017, -1.57660, -1.73488], [-0.78750, -0.00298, -2.77408], [-2.08571, -0.14358, 1.47774], [-0.99770, -2.36288, 1.10951]],
  "forces_ev_per_a": [[0.380, 0.023, 0.766], [0.897, -0.124, 0.870], [-0.523, -1.854, -0.966], [-0.514, -2.749, 1.171], [-0.733, 0.986, -1.883], [0.611, -1.219, -0.106], [-0.352, 0.567, 1.105], [-0.773, 0.950, 0.111], [0.363, -0.115, -0.087], [0.291, 0.402, 0.129], [-0.303, 0.359, -0.432], [0.657, 2.774, -0.678]]
}

=====

No. 4
{
  "formula": "C23H55N2O6Y",
  "method": "ωB97M-V/def2-TZVPD",
  "charge": 3,
  "spin_multiplicity": 2,
  "e_lumo_ev": [-10.46, -10.05],
  "e_homo_ev": [-15.70, -16.86],
  "energy_ha": -1507.31805,
  "orbital_gap_ev": [5.240, 6.815],
  "s_squared": 1.760,
  "max_force_ev_per_a": 3.988,
  "species": ["Y", "C", "C", "O", "H", "H", "H", "H", "H", "O", "H", "H", "O", "H", "H", "C", "C", "C", "C", "C", "C", "N", "O", "C", "C", "C", "H", "H", "H", "H", "H", "H", "H", "H", "H", "H", "H", "H", "H", "H", "H", "H", "H", "H", "H", "C", "C", "C", "C", "C", "C", "N", "O", "C", "C", "C", "H", "H", "H", "H", "H", "H", "H", "H", "H", "H", "H", "H", "H", "H", "H", "H", "H", "H", "H", "C", "C", "C", "O", "H", "H", "H", "H", "H", "H", "H", "H"],
  "positions_angstrom": [[1.15589, 1.19656, -6.61708], [0.58430, -0.52182, -1.96382], [0.35140, -0.48513, -3.49680], [0.74760, 0.52876, -4.35438], [0.68764, 0.42725, -1.43781], [1.57062, -0.97310, -1.85600], [-0.12021, -1.20547, -1.49013], [-0.70118, -0.70091, -3.68016], [0.71695, -1.43851, -3.87833], [1.46805, 3.33998, -2.46197], [1.35386, 2.40187, -2.61411], [1.95809, 3.64880, -3.22402], [-2.19958, -1.49056, -5.66981], [-1.81454, -1.29198, -4.81626], [-1.50661, -1.94919, -6.14485], [3.12487, -4.56265, 4.22949], [2.78930, -4.36189, 2.79093], [1.24429, -4.38605, 2.81225], [0.52135, -3.73853, 1.61295], [1.21977, -2.39812, 1.35813], [2.80015, -2.37507, 1.13592], [3.39484, -3.08703, 2.39223], [4.75604, -3.10326, 2.53707], [3.24193, -3.08687, -0.16186], [3.25492, -0.92443, 1.00285], [3.18033, -5.63407, 2.07103], [2.97820, -3.64743, 4.80304], [4.09773, -5.03884, 4.35152], [2.57315, -5.42533, 4.60297], [0.77815, -5.37129, 2.80202], [0.89977, -3.78035, 3.65042], [-0.46520, -3.44144, 1.96869], [0.61526, -4.35385, 0.71815], [0.95519, -1.82287, 2.24536], [0.65750, -1.89399, 0.57212], [4.32940, -3.10625, -0.23347], [2.86749, -4.10773, -0.23768], [2.94461, -2.56620, -1.07214], [2.83546, -0.18961, 1.69002], [4.32638, -0.91656, 1.20288], [3.26210, -0.57634, -0.03005], [4.27006, -5.62114, 2.05088], [2.83071, -5.80943, 1.05363], [3.10282, -6.55686, 2.64596], [4.93205, -2.63773, 3.35799], [-2.54008, 0.61776, -0.23353], [-2.90938, 1.23510, 1.18569], [-2.37692, 0.32362, 2.28688], [-0.85489, 0.40937, 2.30893], [-0.43949, 1.84368, 2.62007], [-0.91385, 2.90922, 1.59802], [-2.34870, 2.58210, 1.20328], [-2.91623, 3.54086, 0.29360], [-0.94935, 4.30908, 2.19901], [0.12737, 2.86906, 0.43831], [-4.42144, 1.42954, 1.36774], [-2.93397, -0.38960, -0.09877], [-1.47487, 0.63670, -0.46388], [-3.04049, 0.97404, -1.13395], [-2.59281, 0.60716, 3.31697], [-2.75144, -0.69529, 2.18863], [-0.31049, 0.04216, 1.43894], [-0.66163, -0.23254, 3.16840], [0.61321, 1.94172, 2.88526], [-1.00135, 1.96211, 3.54656], [-1.67230, 4.20460, 3.00805], [0.02443, 4.57726, 2.60881], [-1.21431, 5.09577, 1.49260], [-0.35076, 3.15413, -0.49883], [1.04364, 3.44829, 0.55247], [0.64312, 1.92720, 0.25122], [-4.77172, 0.42883, 1.62066], [-4.84114, 1.84169, 0.45009], [-4.58347, 2.15902, 2.16128], [-2.50921, 3.35709, -0.55620], [-2.59930, 5.21887, -4.16790], [-2.11539, 3.87665, -3.52857], [-3.13542, 2.75629, -3.57222], [-0.90636, 3.40004, -4.17322], [-2.79908, 5.08934, -5.23158], [-1.89239, 6.04220, -4.06541], [-3.44809, 5.56077, -3.57565], [-1.82963, 4.19225, -2.52516], [-4.06822, 2.94410, -3.04050], [-2.71661, 1.85960, -3.11544], [-3.44719, 2.46291, -4.57463], [-0.68436, 2.52226, -3.85414]],
  "forces_ev_per_a": [[-0.988, -0.880, 3.763], [1.482, 0.237, -0.926], [-1.397, -1.796, -0.476], [1.231, 2.003, -2.814], [-0.560, 0.177, -0.129], [0.104, -0.064, 0.313], [-0.175, 0.264, -0.101], [-0.564, 0.683, 0.425], [0.723, -0.216, 0.118], [-0.001, -0.039, 0.500], [0.032, -0.345, -0.195], [0.104, 0.264, -0.140], [-0.042, 0.396, -0.218], [-0.072, -0.071, 0.204], [0.049, -0.378, -0.187], [1.311, -1.206, 1.165], [-2.762, -1.246, 1.321], [-1.589, 1.780, -1.383], [2.189, 0.859, 0.173], [0.116, -0.205, 0.343], [-1.908, 0.782, -0.052], [-0.110, -1.246, -3.036], [-1.397, 0.493, -0.770], [0.481, -0.873, 0.324], [1.601, -0.066, 0.628], [2.884, -0.419, -1.163], [0.043, -0.334, 0.347], [0.679, 0.897, 0.057], [-0.844, 0.574, 0.161], [0.902, -0.312, 0.908], [0.004, -0.406, 0.414], [-0.341, -0.723, -0.659], [-0.751, -0.158, 0.056], [0.581, 0.394, 0.174], [0.737, 0.204, -0.467], [0.099, -0.168, 0.229], [0.074, 0.076, 0.064], [-0.466, 0.294, 0.413], [-0.405, -0.230, -0.097], [0.254, 0.070, 0.202], [-0.696, -0.094, 0.078], [0.376, 0.131, -0.668], [-0.266, 0.274, 0.220], [-1.080, 0.373, 0.408], [0.497, 0.232, 0.769], [-0.433, -0.245, 0.533], [-1.317, 0.576, -0.731], [1.496, 0.733, -0.290], [0.388, -0.525, -0.014], [-1.540, -0.288, 1.050], [1.462, -0.426, 0.284], [2.025, 1.162, -2.107], [0.309, -1.799, 2.559], [-0.268, -0.270, 0.436], [-0.497, -0.426, -1.209], [0.458, -0.081, -0.585], [0.428, -0.289, -0.242], [-0.006, -0.243, 0.405], [-0.385, 0.651, 0.470], [-0.936, 0.462, -0.219], [-0.045, 0.123, -0.423], [-0.316, -0.317, -0.144], [0.977, 0.047, -0.037], [-0.025, 0.222, -0.413], [0.223, 0.852, 0.361], [0.005, 0.793, 0.160], [-0.023, -0.263, 0.067], [-0.219, -0.232, 0.021], [0.314, 0.265, -0.186], [-0.659, 0.973, 0.575], [-0.822, -0.753, 0.214], [-0.642, 0.333, -0.052], [-0.330, -0.318, 0.160], [-0.223, -0.344, 0.180], [0.387, -0.109, -0.747], [0.572, -0.887, 0.339], [0.198, 0.905, -0.976], [-0.416, -0.232, 0.327], [-0.296, 0.536, -0.676], [-0.408, 0.044, 0.128], [0.430, -0.347, 0.019], [-0.395, -0.202, -0.423], [-0.014, -0.414, 0.567], [0.030, 0.381, 0.145], [0.185, -0.193, 0.055], [0.271, 0.285, -0.196], [-0.080, -0.125, 0.321]]
}